1.
Molecular formula: C39H67N8O13P
Method: DFT, wB97M-V/def2-TZVPD

Each line ends with the Mulliken charge.
Positions of all 128 atoms, in Å:
C  3.393  5.389  -2.725  -0.486
C  3.289  6.971  -2.839  -0.569
C  1.809  7.532  -2.585  -0.368
C  1.707  8.514  -1.360  -0.619
N  1.925  7.889  -0.022  -0.406
C  1.277  6.597  0.118  -0.378
C  2.165  5.437  0.357  -0.381
C  1.681  4.078  0.476  0.528
C  0.210  3.853  0.354  1.232
C  -0.729  4.954  0.159  -0.055
N  -2.135  4.724  0.071  -0.122
C  -2.692  4.981  -1.282  -0.527
C  -1.963  4.211  -2.457  -0.606
C  -0.166  6.337  0.046  0.542
C  -1.109  7.590  -0.157  -1.850
O  -2.109  7.511  0.904  -0.189
O  -1.533  8.215  1.953  -0.429
C  -0.224  2.355  0.441  -0.451
O  -1.187  1.959  1.062  -0.590
C  0.738  1.378  -0.321  0.141
C  0.248  0.278  -1.153  0.262
C  1.207  -0.602  -1.853  0.003
P  0.746  -1.995  -2.979  1.061
O  1.942  -2.276  -3.833  -0.707
O  0.251  -3.378  -2.214  -0.469
O  -0.457  -1.505  -4.039  -0.564
C  2.655  -0.376  -1.661  -0.933
C  3.180  0.723  -0.829  -1.306
C  2.202  1.592  -0.192  0.904
C  2.611  2.831  0.683  -0.098
O  3.523  2.829  1.472  -0.545
H  3.867  4.890  -3.604  0.404
H  3.993  5.170  -1.793  0.089
H  2.364  4.983  -2.498  -0.114
H  3.574  7.227  -3.903  0.361
H  4.048  7.514  -2.204  0.368
H  1.039  6.713  -2.590  0.010
H  1.583  8.156  -3.501  0.441
H  0.745  9.084  -1.465  0.232
H  2.534  9.275  -1.493  0.468
H  1.428  8.505  0.639  0.468
H  3.266  5.609  0.449  0.492
H  -2.385  3.760  0.296  0.554
H  -3.751  4.586  -1.263  0.465
H  -2.798  6.074  -1.526  0.150
H  -2.366  4.652  -3.419  0.411
H  -2.255  3.128  -2.455  0.106
H  -0.855  4.370  -2.490  0.050
H  -0.557  8.548  0.050  0.558
H  -1.572  7.633  -1.174  0.320
H  -1.122  7.575  2.570  0.347
H  -0.848  0.133  -1.280  0.064
H  -0.728  -3.379  -2.194  0.301
H  -0.756  -0.605  -3.782  0.343
H  3.379  -1.054  -2.175  0.533
H  4.279  0.861  -0.714  0.486
C  -4.521  -1.297  0.398  -1.162
N  -4.371  -0.839  -0.971  0.222
C  -5.552  -0.416  -1.702  -1.143
C  -3.171  -0.795  -1.585  0.251
O  -2.979  -0.421  -2.731  -0.659
H  -5.189  -2.161  0.415  0.497
H  -4.951  -0.493  0.998  0.352
H  -3.557  -1.582  0.821  0.304
H  -5.662  -1.037  -2.593  0.333
H  -5.427  0.624  -2.012  0.289
H  -6.442  -0.508  -1.080  0.463
H  -2.345  -1.139  -0.939  0.232
C  -4.213  -5.471  3.849  -0.951
N  -4.909  -4.300  3.355  0.141
C  -4.463  -2.985  3.781  -0.602
C  -5.962  -4.394  2.509  0.104
O  -6.588  -3.452  2.059  -0.587
H  -4.276  -5.493  4.940  0.334
H  -3.164  -5.419  3.547  0.349
H  -4.654  -6.383  3.448  0.298
H  -5.283  -2.474  4.289  0.292
H  -4.178  -2.400  2.906  -0.003
H  -3.613  -3.072  4.456  0.385
H  -6.217  -5.435  2.251  0.308
C  8.593  -1.211  1.531  -1.000
N  7.756  -0.433  0.637  0.164
C  7.642  0.999  0.849  -0.902
C  7.078  -0.998  -0.390  0.009
O  6.363  -0.400  -1.173  -0.602
H  8.218  -1.106  2.552  0.338
H  9.617  -0.835  1.476  0.362
H  8.583  -2.266  1.255  0.322
H  6.594  1.256  1.022  0.243
H  7.985  1.524  -0.045  0.286
H  8.239  1.305  1.706  0.393
H  7.233  -2.087  -0.465  0.371
C  5.616  -6.220  0.155  -0.668
N  6.437  -5.567  1.158  0.141
C  5.814  -4.617  2.060  -0.761
C  7.763  -5.816  1.279  0.106
O  8.508  -5.304  2.098  -0.587
H  5.173  -5.461  -0.493  0.300
H  4.824  -6.777  0.653  0.128
H  6.211  -6.904  -0.450  0.311
H  6.300  -3.646  1.948  0.134
H  5.951  -4.960  3.088  0.316
H  4.750  -4.523  1.843  0.300
H  8.130  -6.553  0.546  0.272
C  1.759  -8.765  3.544  -0.926
N  2.029  -7.527  2.840  0.155
C  2.003  -6.277  3.578  -0.830
C  2.304  -7.498  1.514  0.021
O  2.538  -6.495  0.868  -0.546
H  0.759  -8.718  3.982  0.324
H  2.497  -8.894  4.339  0.345
H  1.812  -9.616  2.867  0.296
H  1.250  -5.617  3.144  0.306
H  2.978  -5.792  3.499  0.178
H  1.770  -6.459  4.626  0.380
H  2.298  -8.499  1.050  0.330
C  -10.272  -2.079  -1.385  -0.895
N  -9.993  -0.836  -2.077  0.121
C  -10.004  0.404  -1.325  -0.937
C  -9.720  -0.798  -3.410  0.119
O  -9.478  0.205  -4.050  -0.580
H  -11.271  -2.028  -0.944  0.330
H  -9.533  -2.225  -0.594  0.312
H  -10.230  -2.924  -2.072  0.301
H  -10.753  1.073  -1.754  0.321
H  -9.024  0.880  -1.405  0.252
H  -10.236  0.217  -0.278  0.385
H  -9.738  -1.795  -3.882  0.283

Atoms 1-3, force components in eV/Å:
C 0.0 0.6 1.4
C -0.3 -0.3 -0.9
C 0.8 0.7 -0.6

As for the charge: 0. The calculation puts the total energy at -3283.666515 Ha. The HOMO-LUMO gap is 7.804 eV.

=====

2.
Molecular formula: C39H69F2N2O6SSi
Method: DFT, wB97M-V/def2-TZVPD

Each line ends with the Mulliken charge.
Positions of all 120 atoms, in Å:
C  2.880  4.659  0.197  -0.792
C  3.186  3.360  -0.648  0.567
O  4.135  2.699  -0.314  -0.491
O  2.371  3.087  -1.743  -0.405
C  1.647  1.848  -1.588  -0.480
C  2.309  0.737  -2.507  -0.487
C  1.667  0.624  -3.947  -0.794
C  0.134  0.209  -3.969  -0.784
C  -0.171  -0.709  -2.723  0.132
C  -1.493  -1.560  -2.861  -1.032
S  -1.941  -2.402  -1.247  0.134
C  -0.415  -2.292  -0.227  -0.600
C  -0.465  -3.106  1.128  -0.665
C  0.932  -2.861  1.813  0.159
C  2.051  -3.682  1.322  -0.274
C  3.421  -3.541  1.833  -0.586
C  3.641  -2.528  2.889  -0.451
C  2.532  -1.700  3.388  -0.565
C  1.167  -1.867  2.851  -0.331
C  -3.329  -1.395  -0.471  0.916
F  -3.443  -0.177  -1.153  -0.292
F  -2.910  -1.082  0.807  -0.312
C  -4.719  -2.108  -0.557  -1.001
C  -5.694  -1.809  0.653  -0.521
Si  -7.313  -0.919  0.182  -0.290
C  -8.172  -0.457  1.844  -1.024
C  -8.548  -1.986  -0.789  -0.995
C  -7.078  0.713  -0.757  0.675
C  -6.512  1.872  -0.035  -0.169
C  -6.288  3.156  -0.718  -0.704
C  -6.668  3.269  -2.139  -0.334
C  -7.240  2.146  -2.884  -0.673
C  -7.447  0.871  -2.162  -0.056
H  2.145  4.446  1.019  0.179
H  3.807  5.100  0.641  0.374
H  2.450  5.400  -0.538  0.311
H  0.539  1.944  -1.715  0.267
H  1.816  1.510  -0.521  0.345
H  2.402  -0.259  -1.981  0.298
H  3.376  1.074  -2.661  0.399
H  1.839  1.609  -4.456  0.370
H  2.263  -0.163  -4.497  0.304
H  -0.543  1.107  -3.993  0.356
H  -0.017  -0.374  -4.924  0.385
H  0.678  -1.434  -2.632  0.110
H  -0.295  -0.040  -1.835  0.100
H  -1.318  -2.390  -3.606  0.555
H  -2.360  -0.972  -3.270  0.503
H  -0.107  -1.238  0.019  0.461
H  0.410  -2.744  -0.852  0.382
H  -1.278  -2.729  1.795  0.479
H  -0.568  -4.192  0.857  0.383
H  1.891  -4.431  0.500  0.370
H  4.234  -4.173  1.407  0.406
H  4.681  -2.391  3.270  0.365
H  2.740  -0.928  4.161  0.361
H  0.324  -1.225  3.199  0.353
H  -4.545  -3.218  -0.634  0.481
H  -5.175  -1.788  -1.541  0.380
H  -5.997  -2.816  1.072  0.419
H  -5.234  -1.245  1.504  0.384
H  -8.345  -1.396  2.435  0.325
H  -7.464  0.216  2.403  0.306
H  -9.143  0.084  1.656  0.296
H  -8.176  -2.269  -1.819  0.310
H  -8.835  -2.890  -0.183  0.339
H  -9.492  -1.394  -0.972  0.317
H  -6.213  1.767  1.034  0.215
H  -5.850  4.028  -0.185  0.357
H  -6.480  4.247  -2.652  0.323
H  -7.503  2.284  -3.955  0.370
H  -7.904  0.051  -2.766  0.247
C  1.803  6.718  7.001  -0.724
O  0.827  7.639  6.544  -0.343
C  1.389  8.835  6.008  -0.786
C  1.123  8.922  4.511  -0.217
N  1.905  7.928  3.779  -0.336
C  1.519  7.793  2.375  -0.465
C  0.114  7.260  2.080  -0.613
O  -0.079  5.902  2.459  -0.397
C  -0.477  5.713  3.810  -0.619
H  1.285  5.896  7.496  0.238
H  2.379  6.309  6.165  0.305
H  2.477  7.188  7.723  0.346
H  2.457  8.923  6.228  0.404
H  0.880  9.670  6.499  0.393
H  1.385  9.922  4.154  0.383
H  0.047  8.771  4.357  0.184
H  1.793  7.026  4.228  0.073
H  2.240  7.107  1.919  0.210
H  1.649  8.760  1.878  0.399
H  -0.017  7.283  0.993  0.383
H  -0.676  7.898  2.490  0.395
H  -1.081  6.542  4.184  0.302
H  0.400  5.565  4.445  0.220
H  -1.072  4.800  3.859  0.280
C  3.974  -9.387  -3.090  -0.720
O  4.949  -8.570  -3.717  -0.342
C  4.395  -7.654  -4.658  -0.790
C  4.564  -6.223  -4.167  -0.255
N  3.699  -5.955  -3.018  -0.297
C  3.987  -4.687  -2.349  -0.041
C  5.349  -4.541  -1.663  -0.764
O  5.520  -5.389  -0.536  -0.377
C  6.004  -6.691  -0.838  -0.620
H  4.495  -10.127  -2.482  0.243
H  3.329  -8.794  -2.433  0.296
H  3.367  -9.913  -3.832  0.346
H  3.347  -7.878  -4.883  0.405
H  4.965  -7.771  -5.585  0.400
H  4.314  -5.530  -4.976  0.380
H  5.620  -6.084  -3.908  0.199
H  3.809  -6.703  -2.343  0.059
H  3.212  -4.556  -1.585  -0.139
H  3.859  -3.871  -3.069  0.415
H  5.405  -3.519  -1.275  0.400
H  6.188  -4.642  -2.361  0.423
H  6.662  -6.697  -1.710  0.310
H  5.169  -7.380  -0.986  0.206
H  6.569  -7.046  0.025  0.292

Atoms 1-3, force components in eV/Å:
C -0.6 0.2 -1.5
C 1.1 1.3 1.7
O -1.0 -0.4 -0.9

As for the charge: +1. The calculation puts the total energy at -2975.344694 Ha. The HOMO-LUMO gap is 7.319 eV.